Record 1
{"formula": "C4H6N3", "method": "the ωB97M-V functional and the def2-TZVPD basis", "lumo_ev": [-5.57, -5.57], "smiles": "C1=C([NH+]2CC2)N=N1", "orbital_gap_ev": [8.455, 8.455], "total_charge": 1, "de_lowest_ev": 7.0406, "total_energy_ev": -8701.463, "multiplicity": 1, "homo_energy_ev": [-14.03, -14.03], "species": ["C", "C", "N", "C", "C", "N", "N", "H", "H", "H", "H", "H", "H"], "positions_angstrom": [[2.06, 1.00, -0.09], [0.90, 0.17, 0.01], [-0.48, 0.33, -0.23], [-1.38, -0.73, -0.61], [-1.41, -0.31, 0.77], [1.94, -0.93, 0.50], [2.89, -0.15, 0.37], [2.49, 1.92, -0.63], [-0.67, 1.22, -0.68], [-0.91, -1.69, -1.02], [-2.27, -0.43, -1.08], [-2.29, 0.42, 1.04], [-0.87, -0.82, 1.63]], "mulliken_charge": [-0.237, 0.186, 0.061, -0.344, -0.274, -0.133, -0.078, 0.333, 0.337, 0.276, 0.312, 0.267, 0.294]}

---

Record 2
{"formula": "C20H50BN3O7S", "method": "the ωB97M-V functional and the def2-TZVPD basis", "lumo_ev": 0.39, "smiles": "CCOCB(S)OCCNC[C@H](C)O.COCCNCCOC.COCCNCCOC", "orbital_gap_ev": 8.959, "total_energy_ev": -51858.595, "multiplicity": 1, "homo_energy_ev": -8.56, "species": ["C", "C", "O", "C", "B", "S", "O", "C", "C", "N", "C", "C", "C", "O", "H", "H", "H", "H", "H", "H", "H", "H", "H", "H", "H", "H", "H", "H", "H", "H", "H", "H", "H", "H", "C", "O", "C", "C", "N", "C", "C", "O", "C", "H", "H", "H", "H", "H", "H", "H", "H", "H", "H", "H", "H", "H", "H", "H", "C", "O", "C", "C", "N", "C", "C", "O", "C", "H", "H", "H", "H", "H", "H", "H", "H", "H", "H", "H", "H", "H", "H", "H"], "positions_angstrom": [[-3.47, 1.43, -0.61], [-2.99, 0.72, -2.00], [-1.86, -0.20, -1.90], [-0.66, 0.36, -1.29], [0.02, 1.63, -2.08], [0.54, 1.55, -3.90], [0.30, 2.90, -1.36], [-0.37, 4.05, -1.99], [-1.29, 4.95, -0.94], [-1.46, 4.31, 0.42], [-0.34, 4.65, 1.38], [0.08, 3.42, 2.40], [1.22, 3.95, 3.48], [0.67, 2.26, 1.70], [-4.53, 0.98, -0.29], [-2.77, 1.28, 0.32], [-3.69, 2.58, -0.86], [-3.92, 0.07, -2.37], [-2.87, 1.56, -2.84], [0.16, -0.51, -1.32], [-0.75, 0.66, -0.17], [0.02, 2.66, -4.59], [0.49, 4.78, -2.37], [-1.06, 3.75, -2.90], [-0.89, 6.07, -0.83], [-2.36, 5.05, -1.44], [-1.62, 3.28, 0.37], [0.65, 5.02, 0.83], [-0.75, 5.54, 2.07], [-0.85, 3.02, 3.02], [2.19, 4.36, 2.96], [0.70, 4.81, 4.10], [1.58, 3.10, 4.22], [1.46, 2.65, 1.19], [7.04, -2.46, -3.40], [6.15, -2.68, -4.49], [5.58, -4.00, -4.50], [4.08, -3.93, -4.20], [3.83, -3.56, -2.80], [2.43, -3.22, -2.52], [1.84, -1.99, -3.24], [2.41, -0.75, -2.84], [3.61, -0.40, -3.52], [7.54, -1.51, -3.55], [6.48, -2.41, -2.46], [7.79, -3.25, -3.34], [6.10, -4.68, -3.82], [5.71, -4.38, -5.52], [3.62, -4.91, -4.40], [3.63, -3.20, -4.89], [4.40, -2.75, -2.57], [2.37, -3.04, -1.44], [1.80, -4.10, -2.73], [0.78, -1.93, -2.96], [1.85, -2.09, -4.33], [3.63, -0.77, -4.55], [4.47, -0.77, -2.96], [3.69, 0.69, -3.54], [-2.15, -3.62, 5.45], [-1.44, -2.51, 4.91], [-1.20, -2.63, 3.50], [-2.02, -1.60, 2.72], [-3.45, -1.92, 2.75], [-4.31, -0.84, 2.26], [-4.31, 0.48, 3.04], [-4.88, 0.38, 4.35], [-3.97, -0.05, 5.35], [-2.16, -3.51, 6.54], [-3.19, -3.62, 5.10], [-1.66, -4.56, 5.19], [-1.37, -3.65, 3.14], [-0.13, -2.41, 3.35], [-1.68, -1.58, 1.68], [-1.83, -0.61, 3.16], [-3.72, -2.12, 3.71], [-5.34, -1.24, 2.26], [-4.06, -0.64, 1.21], [-4.96, 1.18, 2.50], [-3.32, 0.96, 3.08], [-2.95, 0.27, 5.16], [-4.02, -1.14, 5.45], [-4.29, 0.37, 6.31]], "mulliken_charge": [-0.326, -0.234, -0.416, 0.228, 0.854, -0.351, -0.526, -0.202, -0.638, -0.185, -0.340, 0.149, -1.180, -0.411, 0.345, -0.230, 0.226, 0.354, 0.159, -0.119, -0.093, 0.136, 0.182, 0.165, 0.306, 0.259, 0.075, 0.210, 0.252, 0.077, 0.300, 0.325, 0.302, 0.347, -0.710, -0.331, -0.805, -0.159, -0.334, -0.861, -0.311, -0.332, -0.714, 0.237, 0.300, 0.339, 0.404, 0.390, 0.381, 0.169, 0.083, 0.361, 0.425, 0.289, 0.341, 0.357, 0.161, 0.353, -0.720, -0.346, -0.957, 0.206, -0.392, -0.621, 0.004, -0.490, -0.542, 0.235, 0.310, 0.337, 0.439, 0.362, 0.251, 0.081, 0.113, 0.306, 0.330, 0.321, 0.008, 0.224, 0.201, 0.302]}

---

Record 3
{"formula": "C10H8BrCl3N2O2PdS3SbSi", "method": "the ωB97M-V functional and the def2-TZVPD basis", "lumo_ev": [3.56, 3.56], "orbital_gap_ev": [5.136, 5.354], "total_charge": -2, "de_lowest_ev": 0.4968, "total_energy_ev": -175595.977, "multiplicity": 2, "homo_energy_ev": [-1.57, -1.79], "species": ["Pd", "S", "Sb", "S", "S", "Cl", "Si", "Cl", "Cl", "N", "C", "C", "N", "C", "H", "H", "H", "H", "Br", "C", "C", "C", "C", "C", "C", "C", "O", "O", "H", "H", "H", "H"], "positions_angstrom": [[-1.65, -0.09, 0.45], [-5.68, -0.79, -2.21], [-5.30, 0.07, -0.07], [-3.62, -1.39, 1.12], [-3.38, 1.58, -0.01], [-2.06, -0.82, 3.91], [-2.87, 0.39, 2.35], [-4.72, 0.98, 3.24], [-1.71, 2.14, 2.88], [-2.72, -0.14, -3.23], [-1.74, 0.78, -3.50], [-0.70, 0.47, -2.67], [-1.02, -0.62, -1.91], [-2.24, -0.95, -2.27], [-3.73, -0.09, -3.38], [-1.88, 1.58, -4.21], [0.24, 0.98, -2.54], [-2.84, -1.73, -1.82], [7.14, -0.25, 1.28], [5.24, -0.21, 1.13], [4.62, 0.95, 0.69], [3.24, 0.97, 0.58], [2.49, -0.15, 0.92], [3.13, -1.29, 1.37], [4.51, -1.34, 1.48], [0.98, -0.11, 0.80], [0.35, -1.15, 1.13], [0.46, 0.95, 0.37], [5.22, 1.82, 0.43], [2.72, 1.85, 0.24], [2.52, -2.15, 1.63], [5.02, -2.22, 1.83]], "mulliken_charge": [0.840, -0.844, 0.462, -0.569, -0.605, -0.378, 0.565, -0.369, -0.398, 0.121, -0.512, -0.202, -0.469, -0.404, 0.147, 0.390, 0.379, 0.544, -0.261, 0.253, -0.577, -0.187, -0.117, -0.210, -0.547, 1.268, -0.986, -0.926, 0.392, 0.413, 0.401, 0.390]}